# 1
{"formula": "C43H50BrGeLiN3O3Te", "method": "the ωB97M-V functional and the def2-TZVPD basis", "spin_multiplicity": 2, "s2": 0.754, "gap_ha": [0.154, 0.141], "charge": -2, "homo_energy_ev": [-0.6, -0.6], "molar_mass_g_mol": 943.95, "largest_force_ev_per_a": 0.7, "symbols": ["Li", "N", "C", "O", "C", "C", "H", "H", "H", "H", "H", "H", "C", "C", "N", "C", "C", "C", "C", "N", "H", "H", "H", "H", "H", "H", "H", "H", "H", "H", "H", "H", "H", "H", "C", "C", "C", "C", "C", "C", "Ge", "C", "C", "C", "C", "C", "C", "C", "C", "C", "C", "C", "C", "H", "H", "H", "H", "H", "H", "H", "H", "H", "H", "H", "H", "H", "H", "H", "Br", "C", "C", "C", "C", "C", "C", "C", "O", "O", "H", "H", "H", "H", "C", "C", "C", "C", "C", "C", "Te", "C", "C", "C", "H", "H", "H", "H", "H", "H", "H", "H", "H", "H", "H"], "xyz": [[-1.6196, -1.5362, -0.3283], [-3.0268, 1.7389, -2.1174], [-2.7694, 0.5029, -1.5872], [-1.8097, 0.3559, -0.8350], [-3.7099, -0.6280, -1.9447], [-2.9245, -1.9208, -2.1856], [-2.2547, 2.3900, -2.0849], [-3.5763, 1.7538, -2.9601], [-4.3843, -0.2503, -2.7434], [-4.3341, -0.7613, -1.0513], [-2.4010, -1.8473, -3.1584], [-3.6158, -2.7715, -2.2477], [2.5158, -1.4385, 0.6766], [2.1037, -2.8007, 0.1272], [2.2422, -2.8879, -1.3216], [3.5605, -3.1792, -1.8444], [3.7608, -4.6584, -2.1636], [1.2623, -2.2773, -2.0871], [1.4477, -2.2930, -3.5839], [0.2765, -1.7341, -1.4999], [2.3817, -1.4087, 1.7615], [1.8934, -0.6596, 0.2327], [3.5636, -1.2136, 0.4516], [1.0631, -2.9985, 0.3829], [2.7191, -3.5962, 0.5616], [4.2965, -2.8703, -1.0948], [3.7680, -2.5675, -2.7232], [3.6204, -5.2660, -1.2670], [4.7662, -4.8468, -2.5522], [3.0343, -4.9909, -2.9068], [1.8994, -3.2208, -3.9381], [2.0797, -1.4594, -3.8998], [0.4701, -2.1826, -4.0509], [-0.3824, -1.3323, -2.1619], [-2.0086, 2.7465, -5.6764], [-1.4527, 3.8032, -4.9680], [-0.4429, 3.5731, -4.0367], [0.0428, 2.2884, -3.7705], [-0.5381, 1.2444, -4.5053], [-1.5362, 1.4588, -5.4453], [1.1956, 1.7906, -2.1783], [2.8944, 1.2442, -3.1668], [3.9845, 0.8169, -2.3944], [5.0902, 0.1847, -2.9476], [5.1415, -0.0602, -4.3166], [4.0827, 0.3578, -5.1114], [2.9863, 0.9994, -4.5412], [1.7678, 3.6682, -1.6295], [3.0680, 4.1770, -1.7130], [3.4389, 5.3702, -1.0996], [2.5089, 6.1079, -0.3801], [1.2063, 5.6317, -0.2815], [0.8567, 4.4314, -0.8860], [-2.8008, 2.9207, -6.3961], [-1.8089, 4.8149, -5.1362], [-0.0292, 4.4183, -3.4955], [-0.2170, 0.2226, -4.3181], [-1.9660, 0.6157, -5.9751], [3.9558, 0.9661, -1.3173], [5.9059, -0.1364, -2.3073], [5.9920, -0.5716, -4.7538], [4.1032, 0.1772, -6.1817], [2.1749, 1.3157, -5.1903], [3.8157, 3.6302, -2.2798], [4.4621, 5.7238, -1.1845], [2.7961, 7.0325, 0.1085], [0.4655, 6.1872, 0.2843], [-0.1592, 4.0643, -0.7572], [-4.5796, -6.7995, 5.7146], [-3.9608, -5.5151, 4.4417], [-4.7524, -5.2126, 3.3474], [-4.2939, -4.2795, 2.4277], [-3.0509, -3.6781, 2.5816], [-2.2768, -4.0032, 3.6890], [-2.7294, -4.9138, 4.6344], [-2.5364, -2.6847, 1.5564], [-3.3258, -1.7879, 1.1881], [-1.3558, -2.8381, 1.1667], [-5.7151, -5.6902, 3.2218], [-4.9012, -4.0026, 1.5748], [-1.3069, -3.5338, 3.8001], [-2.1330, -5.1539, 5.5043], [-1.5238, 2.3408, 8.4902], [-1.4175, 1.9190, 7.0477], [-0.1882, 1.6312, 6.4714], [-0.0772, 1.2263, 5.1441], [1.2828, 0.9368, 4.5738], [-1.2349, 1.1098, 4.3606], [-1.0743, 0.4760, 2.3484], [-2.4843, 1.4050, 4.9221], [-3.7760, 1.3151, 4.1502], [-2.5498, 1.8018, 6.2556], [-0.5443, 2.3463, 8.9699], [-2.1698, 1.6643, 9.0544], [-1.9461, 3.3446, 8.5818], [0.7140, 1.7163, 7.0703], [2.0481, 0.9862, 5.3497], [1.5473, 1.6509, 3.7893], [1.3073, -0.0535, 4.1106], [-3.6664, 0.8242, 3.1846], [-4.1755, 2.3156, 3.9646], [-4.5208, 0.7574, 4.7211], [-3.5250, 2.0196, 6.6845]], "forces_ev_per_a": [[-0.0601, -0.4362, -0.5155], [-0.0319, -0.0652, -0.0046], [0.0209, -0.0227, 0.0045], [-0.1454, 0.0560, 0.1569], [0.0568, 0.0478, -0.0211], [0.1066, 0.2211, 0.0537], [0.0068, -0.0348, -0.0110], [0.0189, 0.0414, -0.0202], [0.0005, -0.0345, -0.0018], [-0.0121, 0.0017, -0.0177], [-0.0791, -0.0462, -0.0311], [-0.0063, 0.0126, 0.0021], [-0.0196, 0.0317, 0.0225], [0.0098, 0.0159, -0.0232], [-0.0545, -0.0572, -0.0878], [0.0002, 0.0494, 0.0403], [0.0150, -0.0311, 0.0119], [0.1925, 0.0558, 0.2269], [-0.0077, 0.0107, -0.0130], [-0.1450, 0.1465, -0.0434], [0.0105, -0.0072, -0.0125], [0.0113, -0.0124, -0.0086], [-0.0040, -0.0178, 0.0059], [0.0075, -0.0025, 0.0158], [-0.0109, -0.0061, 0.0042], [0.0149, 0.0199, -0.0217], [-0.0085, -0.0129, -0.0114], [-0.0207, 0.0065, -0.0102], [-0.0047, 0.0159, 0.0079], [0.0081, -0.0032, 0.0018], [-0.0106, -0.0038, -0.0004], [0.0168, -0.0087, 0.0114], [0.0084, 0.0122, -0.0071], [-0.0512, -0.1597, -0.0355], [0.0064, -0.0135, -0.0123], [0.0226, 0.0120, 0.0215], [0.0178, -0.0028, -0.0303], [-0.1930, -0.0464, 0.0262], [0.0327, 0.0001, -0.0271], [0.0214, 0.0058, -0.0019], [0.3076, 0.2221, 0.0443], [-0.0458, -0.2169, -0.0369], [-0.0039, -0.0007, 0.0198], [-0.0043, 0.0258, -0.0276], [0.0023, 0.0055, 0.0201], [-0.0134, 0.0172, 0.0151], [0.0161, 0.1163, -0.0505], [0.0792, -0.0271, 0.1827], [-0.0160, 0.0452, -0.1198], [-0.0116, -0.0063, -0.0195], [-0.0005, -0.0117, 0.0152], [-0.0031, 0.0043, -0.0345], [-0.0276, 0.0275, -0.0191], [-0.0025, 0.0023, 0.0034], [0.0005, -0.0022, -0.0049], [-0.0049, -0.0017, -0.0004], [-0.0206, 0.0108, 0.0393], [-0.0037, 0.0037, -0.0086], [-0.0331, -0.0275, -0.0053], [0.0023, 0.0029, -0.0078], [0.0013, 0.0016, 0.0004], [0.0106, 0.0028, 0.0018], [-0.0122, -0.0280, 0.0177], [-0.0035, -0.0179, 0.0298], [-0.0040, 0.0032, -0.0009], [-0.0040, 0.0070, -0.0129], [0.0061, 0.0002, 0.0020], [0.0235, -0.0278, 0.0158], [-0.0113, 0.0084, 0.0079], [0.0192, 0.0265, -0.0297], [-0.0301, -0.0018, 0.0170], [-0.0236, 0.0652, 0.0141], [0.0328, -0.0777, 0.0219], [0.0351, -0.0385, -0.0177], [-0.0078, 0.0211, 0.0134], [-0.0281, 0.0937, -0.0442], [0.0339, 0.0283, 0.1866], [-0.0077, -0.0215, 0.1989], [0.0086, -0.0149, -0.0066], [0.0069, -0.0014, 0.0054], [0.0013, -0.0202, -0.0218], [0.0015, -0.0153, -0.0040], [-0.0114, 0.0116, 0.0015], [0.0357, 0.0108, 0.0296], [-0.0054, -0.0117, -0.0404], [-0.0224, 0.0716, 0.1010], [-0.0066, -0.0193, -0.0358], [-0.0110, -0.0936, -0.0616], [0.0148, 0.1760, -0.1284], [0.0203, 0.0075, 0.1431], [-0.0065, -0.0049, -0.0128], [-0.0285, -0.0217, -0.0526], [0.0012, -0.0016, -0.0035], [0.0012, -0.0023, -0.0004], [0.0006, 0.0001, -0.0048], [-0.0009, 0.0016, 0.0032], [0.0101, -0.0066, -0.0087], [-0.0157, 0.0051, 0.0050], [0.0008, -0.0026, 0.0221], [0.0188, -0.0407, 0.0085], [-0.0009, -0.0054, -0.0106], [-0.0069, 0.0104, -0.0044], [0.0063, -0.0048, 0.0060]]}

=====

# 2
{"formula": "H80O40", "method": "the ωB97M-V functional and the def2-TZVPD basis", "gap_ha": 0.375, "homo_energy_ev": -10.7, "molar_mass_g_mol": 720.60, "largest_force_ev_per_a": 3.3, "symbols": ["H", "H", "O", "H", "H", "O", "H", "H", "O", "H", "H", "O", "H", "H", "O", "H", "O", "H", "O", "H", "H", "O", "H", "H", "O", "H", "H", "O", "H", "H", "O", "H", "O", "H", "H", "O", "H", "H", "O", "H", "H", "O", "H", "H", "O", "H", "H", "O", "H", "H", "O", "H", "O", "H", "H", "O", "H", "O", "H", "H", "O", "H", "H", "O", "H", "H", "O", "H", "H", "O", "H", "H", "O", "H", "H", "O", "H", "H", "O", "H", "H", "O", "H", "H", "O", "H", "H", "O", "H", "O", "H", "H", "O", "H", "H", "H", "H", "H", "H", "O", "H", "H", "O", "H", "H", "O", "H", "H", "O", "H", "H", "O", "H", "H", "O", "H", "H", "O", "H", "H"], "xyz": [[-3.6453, 2.9392, 3.9587], [-3.2413, 1.6554, 4.8253], [-3.9172, 2.2906, 4.6047], [0.7271, -2.0720, -6.1705], [-0.1049, -1.2848, -5.1688], [0.7731, -1.6566, -5.3079], [-3.4347, 4.0642, -0.8954], [-3.4359, 4.8107, 0.3835], [-3.8791, 4.8343, -0.4734], [-0.5489, 0.2662, 2.2658], [-0.4898, 0.3027, 3.7001], [-0.1453, -0.2313, 2.9752], [-2.9494, -4.9564, 0.4042], [-2.9912, -4.7024, 1.8019], [-3.6157, -4.8482, 1.0822], [-2.9200, 1.0209, -4.5891], [-3.2816, 0.9890, -3.7034], [-0.2756, -4.2044, 0.0154], [0.0471, -5.1287, -0.0115], [-2.4994, 0.9881, 3.0932], [-3.0549, -0.0513, 2.1059], [-2.8472, 0.1039, 3.0234], [0.9186, 1.4630, -0.3356], [0.1818, 2.5844, 0.1965], [0.0812, 1.6043, 0.1465], [2.0887, -0.2597, 1.2710], [2.9512, -1.4509, 1.1659], [2.6615, -0.7111, 0.6331], [2.8605, -5.9239, -2.0739], [1.7801, -5.1322, -2.9715], [2.6727, -5.1364, -2.5827], [3.0369, 1.3130, -4.6623], [2.4238, 1.5308, -3.9618], [-2.4308, 4.5555, -3.3482], [-3.9233, 4.0500, -3.4756], [-3.0112, 3.8784, -3.6899], [3.0652, -2.1092, -2.9081], [4.0033, -3.0964, -2.9754], [3.7026, -2.4051, -3.5800], [1.5398, -2.8854, 1.5842], [1.3437, -4.2780, 1.6172], [1.1407, -3.5217, 2.1920], [1.1621, 3.0385, 1.8227], [2.0479, 3.6960, 0.7178], [1.1851, 3.7120, 1.1424], [-1.4576, -2.4812, -0.4086], [-1.8755, -3.6414, -1.5685], [-1.7988, -3.3377, -0.6753], [-1.2437, 0.6819, -1.1927], [-2.3092, -0.1452, -1.9428], [-1.3565, -0.0173, -1.8515], [-5.9315, 2.8080, 0.0182], [-5.6671, 2.3788, 0.8491], [3.8454, 1.0414, 0.1996], [4.6983, 0.3115, 1.1511], [4.6372, 1.1771, 0.7327], [-0.4241, -1.3545, -0.8865], [0.4078, -1.8535, -0.8042], [-0.2460, 3.5167, -2.7030], [0.2433, 2.2886, -2.3103], [0.2628, 3.1901, -1.9359], [3.4502, -4.0341, 3.0211], [2.9585, -5.2383, 2.8670], [3.8619, -4.9112, 2.9998], [1.8286, -2.8250, 4.6672], [0.8099, -1.6034, 4.7000], [1.7162, -1.8725, 4.6538], [1.2930, -6.1620, 2.8420], [-0.1359, -5.6496, 2.7261], [0.5352, -5.9120, 3.3616], [-2.4604, 2.5380, -0.3864], [-1.3406, 2.7746, -1.0685], [-2.2997, 2.8219, -1.3305], [-5.5472, -2.1589, -0.5949], [-5.4052, -1.8554, 0.7516], [-5.5066, -1.3476, -0.0636], [2.1961, 4.2628, -4.5329], [1.8264, 4.3495, -3.1046], [1.5376, 4.6751, -3.9700], [-0.9730, 4.2965, 1.4827], [-0.8620, 4.4353, 3.1157], [-1.4026, 4.3643, 2.3326], [0.5791, -3.2462, -3.6643], [0.4091, -3.4078, -2.0446], [0.4574, -3.7949, -2.8867], [3.1977, 1.8887, 4.0811], [3.3053, 2.3908, 2.6427], [3.0696, 2.6731, 3.5321], [4.9633, -1.4088, -0.9470], [5.6163, -1.9325, -1.4231], [-1.5563, 2.1698, -5.3683], [-1.1524, 1.7821, -4.1607], [-0.7348, 2.3048, -4.8658], [-6.0760, 3.0781, 1.3676], [-2.8969, 1.7953, -3.3027], [0.8862, -1.3423, -0.1268], [-0.2191, -5.5252, -0.8434], [1.7920, 2.1879, -4.2712], [6.2240, -1.2502, -1.7288], [3.3852, -3.2999, 0.2062], [2.6927, -3.7093, -0.3419], [4.1370, -3.6025, -0.3243], [1.7447, 0.3408, -1.5623], [2.5133, 0.3687, -2.1315], [1.1156, -0.3559, -1.7213], [3.3372, -0.2879, 3.8076], [2.5635, -0.5462, 4.3505], [4.0800, -0.2222, 4.4067], [3.4338, 4.8614, -1.0526], [3.6908, 4.6954, -0.1551], [4.2417, 4.9631, -1.5611], [-4.2434, 4.2842, 2.7788], [-3.5988, 4.8839, 3.1666], [-3.7094, 3.6779, 2.2478], [-1.9132, -1.1480, 5.0925], [-2.3241, -1.1800, 4.2007], [-1.5770, -2.0192, 5.3160], [-3.3400, 1.7374, 0.9649], [-3.3391, 1.1411, 0.2077], [-4.3723, 1.8980, 1.1288]], "forces_ev_per_a": [[0.2080, 0.1389, -0.0885], [0.3084, -0.0789, -0.0182], [-0.7458, -0.2029, 0.7502], [0.0817, -0.1129, -0.2159], [0.0583, 0.1106, -0.0163], [-0.2130, -0.0923, 0.3895], [-0.2570, 0.7317, -0.1422], [-0.3166, 0.4405, 0.1799], [0.2689, -0.6722, -0.0772], [0.0568, -0.0625, -0.9409], [0.1474, -0.5400, 0.6132], [0.5258, 0.5318, 0.0470], [-0.0768, 0.0573, -0.8717], [-0.4625, 0.1045, 0.5659], [0.4131, -0.0781, 0.4350], [-0.3762, -0.3345, -0.3423], [0.3492, 0.3482, 0.3131], [-0.1923, -0.8086, -0.4121], [0.6407, 0.0999, 0.7846], [-0.2693, 0.4239, -0.4565], [-0.1345, 0.4563, -0.3194], [-0.2645, -1.0808, 0.5463], [-0.1587, -0.9122, -0.2594], [-0.3165, -0.5186, 0.4169], [0.0014, 0.3832, 0.0452], [0.1018, 0.4499, 0.1009], [0.6208, -0.5963, 0.0714], [-0.9229, -0.0577, 0.6434], [-0.3787, -0.3698, -0.1389], [0.2819, -0.0404, 0.5740], [0.6429, 0.3417, 0.0211], [-0.0790, 0.0563, -0.4209], [0.1594, 0.0330, 0.5202], [-0.3065, 0.4256, 0.2912], [-0.2160, 0.5314, 0.3546], [0.3549, -0.8041, -1.0076], [-0.4101, 0.7806, -0.7910], [0.9076, -0.6232, -0.7446], [-0.6968, -0.1028, 1.2412], [-0.1374, 0.7581, 0.4597], [-0.4672, -0.4483, 0.4196], [0.5793, -0.0799, -1.0473], [0.4864, -0.2249, 0.4440], [-0.0430, -0.0877, 0.0536], [-0.2454, 0.8125, -0.2167], [-0.2033, -0.2943, -1.1213], [0.4093, 0.9976, -0.9935], [-1.0614, -0.8854, 1.9571], [0.1523, 0.2062, 0.1104], [-0.0251, 0.2014, -0.3662], [0.0194, -0.4789, 0.3701], [0.7957, -0.8002, -0.6501], [-2.2754, 1.2107, -0.5517], [-0.0180, 0.0256, -0.1041], [0.0918, 0.0931, 0.2749], [-0.0078, 0.2004, -0.1259], [0.2567, 0.3777, -0.6810], [-0.2054, 0.2794, 0.7807], [0.2786, 1.1654, 0.3276], [0.9122, -0.4063, 0.9130], [-0.5949, -0.5941, -1.7158], [1.2667, 0.9914, 0.0911], [0.4484, -1.3864, 0.0336], [-1.5820, 0.5065, -0.0302], [-0.4948, -0.0495, -0.0772], [-1.0775, -0.4215, -0.1338], [0.3789, -0.1961, 0.6860], [0.1328, -0.4093, -0.3213], [0.0319, 0.0245, -0.1733], [-0.3275, -0.1038, 0.5793], [-1.5612, 0.1657, -0.5727], [-0.0443, 0.7319, -1.7935], [1.4565, -1.1991, 2.5802], [-0.0817, 0.5767, -0.8459], [0.0511, 0.7314, 0.7786], [0.1770, -1.2987, 0.0987], [0.0821, 0.2041, -0.4702], [-0.2725, 0.2477, 0.2768], [0.3323, -0.3175, 0.1946], [1.0935, 0.1971, 0.3560], [0.9119, 0.0476, -0.4758], [-1.9166, -0.1858, 0.1947], [0.1372, 0.9176, 0.3878], [0.2746, 1.7736, 1.2715], [-0.7469, -2.4242, -2.0683], [-0.0540, -0.1668, -0.3741], [0.3462, -0.3086, 0.0858], [-0.2999, 0.3895, 0.0260], [-0.2384, -0.1051, 0.1170], [0.0853, 0.2804, 0.3267], [0.5933, 1.1557, -1.2190], [1.2462, -0.0625, 0.9954], [-1.3898, -1.0387, 0.2745], [0.2350, -0.0914, 1.4565], [-0.5977, -0.0456, 0.1719], [0.5747, -0.3241, -0.1203], [-0.0616, 0.2419, -0.1254], [-0.0276, -0.1103, -0.3130], [0.1396, -0.2213, -0.1744], [-0.2066, -0.7333, -0.9567], [-0.2672, 0.2162, 0.2245], [0.4941, 0.2878, 0.4781], [0.1084, 1.6664, 0.7186], [-0.3574, -0.2674, -0.6560], [0.2541, -0.7222, -0.7470], [0.2936, 1.1142, -0.3624], [0.6935, -0.4176, -0.4056], [0.2243, -0.1133, 0.1960], [-0.6040, 0.0041, -0.6854], [0.5619, 0.0388, 0.5927], [0.1445, -0.0304, 0.1119], [-0.1108, -0.1309, -0.1615], [0.0756, 0.1534, -0.1696], [0.1163, 0.2427, -0.1434], [-0.0125, -0.0549, -0.0232], [0.4069, 0.1147, 0.6175], [-0.1685, -0.0921, -0.0933], [-0.6593, -0.1155, 0.2202], [-0.2308, -0.2131, 0.0567], [1.9903, -0.0492, -0.6846]]}